<w>
Molecular formula: C4H6N2O2S2
Method: DFT, the ωB97M-V functional and the def2-TZVPD basis

Output
Kohn-Sham gap (spin up / spin down)	6.747 / 6.748	eV

Each line ends with the natural charge from an NBO analysis.
Element x y z (Å)
C  0.141  0.343  0.917  -0.24
C  1.986  -1.222  -0.522  -0.33
C  -0.038  0.797  -0.362  0.06
C  1.097  -1.716  0.439  -0.03
N  0.473  -0.928  1.299  -0.34
N  -0.521  2.025  -0.501  -0.71
O  -2.281  -0.902  -0.569  -0.88
O  -2.768  1.198  0.605  -0.90
S  2.655  -2.154  -1.737  0.02
S  -2.430  -0.208  0.657  1.68
H  0.094  0.941  1.835  0.22
H  2.017  -0.111  -0.572  0.20
H  0.212  0.189  -1.252  0.24
H  1.244  -2.760  0.736  0.21
H  -1.094  2.245  -1.329  0.41
H  -0.788  2.264  0.353  0.39

---

<x>
Molecular formula: C4H6N2O2S2
Method: DFT, the ωB97M-V functional and the def2-TZVPD basis

Output
Kohn-Sham gap	9.885	eV

Each line ends with the natural charge from an NBO analysis.
Element x y z (Å)
C  1.575  1.540  -0.409  -0.05
C  2.332  2.564  0.081  -0.43
C  3.614  0.766  -0.906  -0.13
C  -5.310  -1.562  0.990  -0.05
N  2.329  0.585  -0.969  -0.48
N  -4.224  -1.299  0.389  -0.60
O  0.261  -1.249  -0.235  -0.90
O  2.319  -2.452  -0.358  -0.88
S  4.010  2.295  -0.224  0.44
S  1.328  -1.689  -1.080  1.70
H  0.499  1.310  -0.160  0.25
H  2.007  3.352  0.665  0.24
H  -6.254  -1.698  0.384  0.16
H  -5.430  -1.474  2.084  0.14
H  4.321  0.073  -1.219  0.23
H  -3.378  -1.062  0.966  0.35

---

Computed energies relative to the best structure, in kcal/mol: <w> 32.7; <x> 0.0

---

<w>
Molecular formula: C5H7N3O4
Method: DFT, the ωB97M-V functional and the def2-TZVPD basis

Output
Kohn-Sham gap	7.631	eV

Each line ends with the natural charge from an NBO analysis.
Element x y z (Å)
C  1.212  1.422  0.704  0.98
C  2.709  -1.143  0.406  0.74
C  0.537  0.233  0.224  -0.03
C  0.443  0.491  -1.257  -0.61
C  -0.745  0.211  1.035  -0.61
N  1.346  -0.969  0.627  -0.63
N  3.160  -0.014  -0.114  -0.58
N  4.439  0.303  -0.338  0.62
O  1.536  2.498  0.780  -0.29
O  3.161  -2.277  0.594  -0.62
O  5.309  -0.569  -0.306  -0.39
O  4.619  1.513  -0.524  -0.45
H  1.408  0.638  -1.680  0.28
H  -0.035  1.401  -1.406  0.21
H  -0.294  -0.205  -1.742  0.25
H  -1.329  1.113  0.916  0.23
H  -0.454  0.114  2.019  0.24
H  -1.464  -0.326  0.579  0.25
H  0.747  -1.727  0.809  0.40

---

<x>
Molecular formula: C5H7N3O4
Method: DFT, the ωB97M-V functional and the def2-TZVPD basis

Output
Kohn-Sham gap (spin up / spin down)	8.299 / 8.297	eV

Each line ends with the natural charge from an NBO analysis.
Element x y z (Å)
C  0.395  0.908  -0.739  0.75
C  1.139  -1.112  0.386  0.83
C  -1.683  0.132  0.709  0.56
C  -1.167  -0.765  -0.345  0.29
C  2.666  0.971  0.156  -0.41
N  -0.084  -1.620  -0.001  -0.68
N  1.333  0.254  -0.048  -0.52
N  -2.900  0.697  0.415  -0.81
O  0.278  1.968  -1.302  -0.54
O  2.018  -1.716  0.919  -0.58
O  -1.175  0.278  1.848  -0.65
O  -1.832  -1.110  -1.502  -0.69
H  3.355  0.484  -0.527  0.22
H  2.504  2.032  -0.029  0.23
H  2.883  0.645  1.268  0.24
H  -0.184  -2.474  0.619  0.42
H  -3.076  0.479  -0.591  0.40
H  -3.193  1.479  0.890  0.41
H  -1.276  -1.531  -2.125  0.50

---

Computed energies relative to the best structure, in kcal/mol: <w> 116.5; <x> 0.0